The following is a quantum chemistry calculation of a 14-piece molecular cluster, C20H71O23P3 overall in a non-equilibrium geometry, from OMol25.

Values from the calculation:
E_LUMO, eV: 0.1
Strongest force on any atom, eV Å⁻¹: 2.22
Total energy, eV: -96851.6777

Each line ends with the Mulliken charge.
CARTESIAN COORDINATES (ANGSTROEM)
C  -3.948  3.491  -2.203  -0.57
O  -4.053  3.219  -0.786  -0.40
H  -4.930  3.598  -2.655  0.28
H  -3.357  4.396  -2.365  0.31
H  -3.356  2.655  -2.563  0.15
H  -4.455  3.976  -0.354  0.25
C  3.686  -0.810  -3.152  -0.33
O  4.650  0.188  -3.475  -0.54
H  3.418  -1.348  -4.060  0.32
H  4.083  -1.546  -2.447  0.33
H  2.798  -0.333  -2.729  -0.04
H  4.746  0.738  -2.692  0.26
C  -2.287  -5.912  0.207  -0.02
O  -1.668  -7.103  -0.233  -0.53
H  -1.551  -5.118  0.307  -0.07
H  -3.069  -5.599  -0.495  0.05
H  -2.793  -6.015  1.175  0.32
H  -2.359  -7.768  -0.288  0.30
C  -4.458  2.041  2.753  -0.41
O  -5.775  2.512  2.994  -0.54
H  -4.178  1.353  3.551  0.28
H  -4.407  1.512  1.797  0.13
H  -3.674  2.805  2.762  0.26
H  -5.851  3.410  2.666  0.30
C  4.785  2.543  4.199  -0.27
O  5.879  3.288  3.634  -0.52
H  3.870  3.091  3.957  0.04
H  4.804  1.541  3.772  0.09
H  4.840  2.447  5.284  0.40
H  6.350  3.698  4.363  0.29
C  -0.127  -2.172  4.778  -0.06
O  0.003  -1.852  6.147  -0.57
H  0.614  -2.917  4.483  0.02
H  -1.084  -2.609  4.473  0.28
H  0.113  -1.306  4.153  0.03
H  -0.430  -1.012  6.314  0.31
C  3.873  4.186  0.459  -0.64
O  4.185  2.803  0.445  -0.43
H  2.929  4.391  -0.044  0.24
H  3.767  4.539  1.493  0.28
H  4.705  4.768  0.060  0.30
H  4.372  2.454  1.319  0.23
C  2.108  -5.619  2.807  -0.65
O  0.916  -5.079  3.327  -0.45
H  2.970  -5.045  3.163  0.24
H  2.276  -6.656  3.113  0.37
H  2.083  -5.601  1.720  0.23
H  0.640  -5.468  4.158  0.28
C  0.449  -2.634  -2.971  -0.04
O  -0.705  -2.233  -3.761  -0.48
H  0.708  -1.744  -2.398  -0.25
H  0.168  -3.496  -2.379  0.25
H  1.211  -2.869  -3.716  0.36
H  -0.419  -1.570  -4.395  0.25
C  0.808  3.791  5.254  -0.20
O  -0.591  4.057  5.362  -0.51
H  1.004  3.338  4.288  -0.15
H  1.350  4.737  5.337  0.31
H  1.097  3.104  6.053  0.31
H  -0.760  4.431  6.230  0.29
C  3.737  -1.918  2.414  -0.46
O  3.714  -0.514  2.274  -0.40
H  2.880  -2.425  1.973  0.00
H  4.699  -2.329  2.087  0.37
H  3.719  -2.141  3.488  0.27
H  3.353  -0.308  1.401  0.14
C  0.282  -2.423  0.626  -0.48
O  0.301  -1.184  1.328  0.11
P  0.535  0.150  0.538  0.25
O  1.775  0.128  -0.246  -0.15
O  0.374  1.271  1.595  -0.37
C  1.131  2.481  1.433  -0.22
O  -0.700  0.314  -0.437  -0.11
C  -2.028  0.148  0.011  -0.53
H  0.645  -3.187  1.311  -0.06
H  0.941  -2.394  -0.241  0.14
H  -0.718  -2.712  0.297  0.27
H  1.206  2.715  0.370  0.00
H  2.089  2.401  1.928  0.02
H  0.546  3.322  1.808  0.38
H  -2.590  1.085  -0.067  0.15
H  -2.148  -0.130  1.065  0.21
H  -2.578  -0.595  -0.569  0.28
C  -6.710  -3.990  -0.372  -0.59
O  -6.769  -3.909  -1.792  -0.35
P  -5.599  -3.255  -2.644  0.53
O  -5.903  -3.324  -4.068  -0.76
O  -5.426  -1.802  -2.034  0.06
C  -6.473  -0.857  -2.174  -0.77
O  -4.317  -4.002  -2.144  0.03
C  -3.043  -3.759  -2.736  -0.46
H  -7.574  -3.464  0.039  0.27
H  -5.799  -3.560  0.047  0.24
H  -6.782  -5.024  -0.036  0.27
H  -6.126  0.016  -2.727  0.25
H  -6.810  -0.520  -1.194  0.27
H  -7.334  -1.247  -2.720  0.35
H  -3.023  -2.851  -3.340  0.40
H  -2.677  -4.584  -3.339  0.35
H  -2.304  -3.511  -1.972  -0.15
C  5.222  3.461  -4.299  -0.59
O  3.960  3.211  -4.929  -0.27
P  2.778  4.201  -4.598  1.04
O  2.984  5.594  -4.964  -0.75
O  1.570  3.491  -5.349  -0.32
C  0.271  4.020  -5.046  -0.67
O  2.480  3.966  -3.056  -0.29
C  2.429  2.661  -2.514  -0.57
H  5.381  4.429  -3.823  0.34
H  5.963  3.384  -5.093  0.31
H  5.411  2.668  -3.579  0.10
H  0.050  4.874  -5.684  0.30
H  0.182  4.313  -4.000  0.27
H  -0.441  3.223  -5.250  0.23
H  2.568  1.869  -3.263  0.72
H  1.460  2.411  -2.086  0.09
H  3.262  2.443  -1.844  0.04

---

The following is a quantum chemistry calculation of a 16-piece molecular cluster, C20H72N18O16 overall in a non-equilibrium geometry, from OMol25.

Values from the calculation:
E_LUMO, eV: -1.2
Strongest force on any atom, eV Å⁻¹: 9.23
Total energy, eV: -81485.5630

Each line ends with the Mulliken charge.
CARTESIAN COORDINATES (ANGSTROEM)
C  2.823  -2.279  0.142  0.26
C  3.659  -2.110  1.455  -0.04
O  5.083  -2.255  1.235  -0.65
H  3.097  -1.423  -0.416  -0.08
H  1.722  -2.297  0.170  -0.60
H  3.273  -3.068  -0.348  0.70
H  3.384  -2.724  2.320  0.14
H  3.518  -1.071  1.775  0.00
H  5.265  -1.721  0.423  0.37
C  -2.507  -4.629  2.204  -1.87
C  -2.425  -4.140  0.712  1.11
O  -1.461  -4.865  0.160  -0.77
H  -2.847  -5.598  2.139  0.58
H  -3.215  -3.975  2.700  0.31
H  -1.608  -4.676  2.657  0.37
H  -2.319  -3.089  0.664  -0.71
H  -3.346  -4.418  0.132  0.50
H  -0.644  -4.693  0.622  0.23
C  5.059  1.922  -0.349  -1.04
C  3.921  1.654  -1.257  -0.68
O  2.592  1.753  -0.712  -0.21
H  5.223  1.127  0.378  0.16
H  4.771  2.674  0.366  0.10
H  5.995  2.188  -0.890  0.36
H  4.005  0.616  -1.562  0.45
H  3.954  2.295  -2.085  0.48
H  2.271  0.840  -0.948  -0.25
C  -2.384  -3.121  -4.005  -1.64
C  -2.435  -3.592  -2.578  1.01
O  -2.140  -4.959  -2.379  -0.69
H  -3.312  -3.185  -4.491  0.47
H  -1.590  -3.528  -4.614  0.47
H  -2.248  -2.098  -4.260  0.15
H  -3.369  -3.504  -2.043  0.51
H  -1.574  -3.052  -2.121  -0.87
H  -1.723  -4.983  -1.481  0.51
C  3.081  1.355  3.216  0.36
O  3.873  2.405  2.912  -0.84
N  1.792  1.477  3.075  -0.05
N  3.471  0.289  3.808  -0.21
H  1.607  2.426  2.723  -0.19
H  1.067  0.805  3.354  0.32
H  4.530  0.174  3.819  0.31
H  2.834  -0.500  4.005  0.25
C  -2.900  -0.007  2.512  -0.18
O  -2.780  -1.280  2.174  -0.70
N  -1.898  0.877  2.342  -0.64
N  -3.976  0.469  3.012  -0.17
H  -0.973  0.478  1.849  0.54
H  -1.819  1.924  2.604  0.37
H  -4.833  -0.110  3.027  0.32
H  -4.114  1.360  3.504  0.26
C  -0.045  -0.165  0.027  0.05
O  -0.397  -1.447  -0.481  0.58
N  -0.138  0.994  -0.547  3.39
N  0.374  -0.117  1.225  1.97
H  -0.274  0.945  -1.592  -0.95
H  0.007  1.908  -0.051  -1.26
H  0.270  -0.896  1.895  -0.92
H  1.001  0.667  1.512  -0.64
C  1.929  5.343  -0.583  0.43
O  1.925  6.622  -0.105  -0.76
N  0.838  4.977  -1.177  -0.41
N  2.718  4.388  -0.200  -0.19
H  0.045  5.659  -1.153  0.31
H  0.701  4.207  -1.787  0.00
H  3.538  4.717  0.351  0.29
H  2.617  3.411  -0.527  0.64
C  -1.756  3.499  -3.434  0.31
O  -1.523  3.122  -2.126  -0.55
N  -0.800  3.827  -4.224  -0.37
N  -2.854  3.528  -4.141  -0.45
H  0.169  3.693  -3.872  0.24
H  -0.845  4.252  -5.167  0.23
H  -3.764  3.389  -3.677  0.25
H  -3.081  3.833  -5.092  0.19
C  0.422  -1.257  4.024  0.71
O  1.610  -1.736  4.561  -0.85
N  -0.320  -2.044  3.258  -0.18
N  -0.016  -0.052  4.159  -0.23
H  -0.045  -3.042  3.153  0.03
H  -1.326  -1.788  2.937  0.19
H  0.339  0.546  4.929  0.42
H  -0.880  0.285  3.620  0.52
C  -0.056  3.771  2.010  0.13
O  -0.787  3.320  3.081  -0.82
N  -0.360  3.663  0.767  0.09
N  1.210  4.076  2.074  -0.33
H  -1.370  3.387  0.543  -0.51
H  0.061  4.192  0.016  0.04
H  1.545  4.433  2.964  0.25
H  1.898  4.135  1.261  -0.03
C  0.825  -0.008  -3.330  0.37
O  1.622  -0.404  -2.340  -0.73
N  -0.543  0.103  -3.124  0.12
N  1.212  0.358  -4.547  -0.38
H  -0.794  -0.219  -2.222  -1.14
H  -1.274  0.332  -3.953  0.37
H  2.178  0.269  -4.908  0.32
H  0.559  0.771  -5.313  0.19
C  -3.642  3.357  0.506  0.66
O  -4.101  3.624  1.750  -0.75
N  -3.925  4.169  -0.494  -0.27
N  -2.796  2.431  0.223  0.58
H  -4.809  4.692  -0.355  0.28
H  -3.576  4.127  -1.427  0.06
H  -2.514  1.755  0.987  -0.34
H  -2.260  2.335  -0.648  0.12
C  1.795  -5.092  1.636  -0.90
O  0.728  -4.122  1.652  -0.06
H  2.682  -4.727  2.098  0.28
H  1.981  -5.598  0.649  0.23
H  1.321  -5.842  2.270  0.34
H  1.011  -3.519  0.943  0.04
C  0.954  -3.460  -2.606  0.61
O  1.628  -4.570  -3.114  -0.64
H  1.700  -2.746  -2.385  0.15
H  0.444  -3.659  -1.736  -0.35
H  0.253  -3.072  -3.380  -0.09
H  2.111  -5.008  -2.464  0.31
C  -3.758  -0.575  -1.009  0.43
O  -4.326  -1.714  -0.421  -0.66
H  -2.768  -0.777  -1.461  -0.22
H  -3.653  0.178  -0.228  -0.32
H  -4.401  -0.059  -1.739  0.45
H  -3.872  -1.772  0.398  0.25

---

| no. | orbital gap (eV) |
| --- | --- |
| 1 | 10.429 |
| 2 | 7.464 |